The following is a DFT calculation (wB97M-V/def2-TZVPD) of the molecule C2H6N4O2 at a distorted geometry.

XYZ file:
```
14
Properties=species:S:1:pos:R:3:nbo_charge:R:1
C 0.42 0.05 0.08 0.5058
C -2.28 2.06 -0.18 -0.0846
H 2.19 -1.68 -0.03 0.4814
H 2.19 1.00 0.24 0.3902
H -1.02 -1.33 -0.43 0.4000
H 0.73 -2.88 0.81 0.4871
H -3.36 1.96 -0.25 0.1795
H -1.78 2.99 -0.08 0.1732
N 1.81 0.14 -0.02 -0.3161
N -0.28 -1.19 0.22 -0.3243
N -0.20 1.14 -0.18 -0.4400
N -1.67 0.97 -0.29 -0.2930
O 2.74 -0.88 0.09 -0.5484
O 0.53 -2.34 0.03 -0.6109
```

Results
DFT total energy, hartree: -449.1213
Kohn-Sham gap, Ha: 0.3209
Energy above the lowest of the compared OMol25 structures with the same formula, charge and spin, kcal per mole: 125.41
Lowest unoccupied orbital energy, eV: 0.540
Charge: 0
Highest occupied orbital energy, eV: -8.192
SMILES string: C=NN=C(NO)NO

The following is a DFT calculation (wB97M-V/def2-TZVPD) of a structure of composition C6H10O.

XYZ file:
```
17
Properties=species:S:1:pos:R:3:nbo_charge:R:1
C -0.86 -0.70 -1.79 -0.6065
C 0.14 0.20 -1.07 -0.3200
C -0.43 1.08 0.08 -0.4264
C 0.53 0.52 1.11 0.1611
O 0.73 1.15 2.33 -0.6739
C 0.45 -0.98 0.99 -0.5442
C 1.21 -0.62 -0.29 0.0060
H -1.59 -0.09 -2.34 0.2171
H -1.42 -1.34 -1.10 0.2001
H -0.35 -1.35 -2.51 0.2199
H 0.64 0.82 -1.82 0.2096
H -1.49 0.92 0.33 0.2068
H -0.28 2.15 -0.10 0.2232
H 0.67 0.50 3.03 0.4818
H 1.05 -1.53 1.72 0.2166
H -0.56 -1.38 0.90 0.2110
H 1.57 0.63 0.51 0.2178
```

Results
DFT total energy, hartree: -309.6939
Kohn-Sham gap, Ha: 0.3256
Energy above the lowest of the compared OMol25 structures with the same formula, charge and spin, kcal per mole: 93.19
Lowest unoccupied orbital energy, eV: 0.722
Charge: 0
Highest occupied orbital energy, eV: -8.138

The following is a DFT calculation (wB97M-V/def2-TZVPD) of a structure of composition C20H44O28S6 at a distorted geometry.

XYZ file:
```
98
Properties=species:S:1:pos:R:3:lowdin_charge:R:1
C 10.34 -12.03 13.97 -0.1084
O 8.98 -12.33 14.07 -0.1627
C 8.43 -11.98 15.36 -0.1826
C 7.05 -12.57 15.59 -0.1873
O 5.99 -12.06 14.76 -0.1687
C 5.86 -12.79 13.57 -0.1366
H 10.56 -10.99 13.88 0.0770
H 10.69 -12.48 13.04 0.0990
H 10.91 -12.42 14.76 0.0311
H 8.33 -10.88 15.36 0.1279
H 9.11 -12.28 16.16 0.0972
H 6.82 -12.49 16.66 0.1316
H 7.07 -13.64 15.43 0.1137
H 6.31 -12.29 12.69 0.0868
H 4.76 -12.86 13.38 0.0913
H 6.31 -13.81 13.55 0.0944
C 13.42 -12.50 23.32 -0.1366
O 13.02 -13.74 23.72 -0.1631
C 13.42 -14.85 22.96 -0.2070
C 14.71 -15.47 23.42 -0.1929
O 15.83 -14.62 23.27 -0.1800
C 16.96 -15.23 23.79 -0.1496
H 12.73 -12.02 22.56 0.0977
H 14.49 -12.47 22.99 0.1008
H 13.30 -11.90 24.18 0.0692
H 13.34 -14.70 21.91 0.1073
H 12.65 -15.55 23.10 0.1130
H 14.78 -16.39 22.74 0.1417
H 14.56 -15.76 24.44 0.1204
H 16.93 -15.42 24.92 0.1076
H 17.83 -14.59 23.54 0.0933
H 17.07 -16.24 23.37 0.0802
C 10.88 -9.50 16.52 -0.1346
C 10.15 -9.76 17.89 -0.0821
O 11.29 -9.61 18.78 -0.2045
S 12.30 -8.53 18.37 0.5687
O 13.55 -9.15 18.66 -0.2330
O 12.02 -7.23 18.87 -0.2063
O 11.93 -8.58 16.83 -0.1828
H 10.17 -9.01 15.84 0.1257
H 11.27 -10.33 15.95 0.1010
H 9.80 -10.81 17.97 0.1284
H 9.33 -9.07 18.12 0.1333
C 12.90 -16.36 12.04 -0.1876
C 14.16 -16.68 11.31 -0.1500
O 15.25 -16.73 12.27 -0.1845
S 14.85 -15.85 13.56 0.6299
O 15.12 -14.47 13.29 -0.2065
O 15.29 -16.51 14.74 -0.2141
O 13.30 -16.19 13.37 -0.1930
H 12.16 -17.15 12.01 0.1362
H 12.49 -15.43 11.62 0.1401
H 14.34 -15.86 10.64 0.1273
H 14.19 -17.61 10.83 0.1170
C 16.69 -8.72 17.27 -0.1680
C 16.40 -8.00 18.59 -0.1444
O 17.35 -8.64 19.43 -0.1936
S 17.73 -10.10 18.95 0.5513
O 16.75 -11.08 19.28 -0.2222
O 19.09 -10.31 19.31 -0.2104
O 17.62 -9.78 17.45 -0.1634
H 17.07 -7.97 16.51 0.1496
H 15.73 -9.10 16.84 0.1332
H 15.41 -8.17 19.06 0.1088
H 16.69 -6.94 18.52 0.1381
C 18.42 -14.86 18.65 -0.1066
C 19.42 -13.75 18.72 -0.1144
O 18.85 -12.79 17.76 -0.2425
S 18.13 -13.56 16.54 0.5907
O 18.86 -13.39 15.36 -0.1962
O 16.74 -13.19 16.60 -0.2414
O 18.37 -15.03 17.15 -0.2070
H 17.39 -14.76 19.01 0.1355
H 18.76 -15.77 19.05 0.1134
H 20.43 -14.11 18.39 0.1504
H 19.49 -13.16 19.64 0.1366
C 13.04 -18.03 17.39 -0.1086
C 14.52 -18.63 17.34 -0.0579
O 14.96 -18.84 18.77 -0.2147
S 13.75 -18.45 19.72 0.5877
O 13.94 -17.09 20.05 -0.2407
O 13.51 -19.41 20.77 -0.2299
O 12.57 -18.57 18.64 -0.2012
H 12.41 -18.45 16.65 0.1271
H 13.10 -16.95 17.48 0.0971
H 15.14 -17.87 16.89 0.0949
H 14.70 -19.65 16.98 0.1328
C 14.01 -13.91 18.40 -0.1665
C 13.54 -12.46 18.39 -0.2009
O 12.24 -12.47 17.93 -0.1861
S 12.14 -13.69 16.93 0.6052
O 12.89 -13.43 15.75 -0.1967
O 10.76 -14.04 16.86 -0.2125
O 12.94 -14.72 17.91 -0.1905
H 14.25 -14.18 19.44 0.1283
H 14.90 -14.05 17.74 0.1171
H 14.14 -11.91 17.66 0.1247
H 13.60 -11.96 19.41 0.1598
```

Results
DFT total energy, hartree: -5284.0091
Kohn-Sham gap, Ha: 0.3512
Lowest unoccupied orbital energy, eV: 0.158
Charge: 0
Highest occupied orbital energy, eV: -9.398

The following is a DFT calculation (wB97M-V/def2-TZVPD) of a structure of composition C23H32NOP2PtS.

XYZ file:
```
61
Properties=species:S:1:pos:R:3:nbo_charge:R:1
Pt 0.52 0.28 -0.54 0.6033
S -2.80 3.50 0.06 0.4512
C -2.88 2.59 1.54 -0.2131
C -3.68 2.80 2.65 -0.2010
C -3.56 1.93 3.72 -0.2009
C -2.65 0.87 3.67 -0.1906
C -1.85 0.66 2.57 -0.2223
C -1.96 1.54 1.49 0.1016
N -1.24 1.47 0.31 -0.5215
C -1.57 2.43 -0.52 0.1185
C -0.91 2.55 -1.81 -0.2155
C -1.33 3.45 -2.78 -0.1597
C -0.66 3.52 -3.99 -0.2169
C 0.42 2.68 -4.23 -0.1811
C 0.84 1.78 -3.26 -0.2686
C 0.18 1.69 -2.04 -0.1653
H -4.39 3.62 2.68 0.2339
H -4.17 2.07 4.59 0.2298
H -2.57 0.20 4.52 0.2235
H -1.15 -0.16 2.52 0.2201
H -2.17 4.11 -2.60 0.2187
H -0.98 4.22 -4.75 0.2273
H 0.94 2.73 -5.18 0.2223
H 1.69 1.14 -3.47 0.1994
C 2.53 -1.56 -2.96 -0.9493
P 1.99 -1.45 -1.23 0.9866
C 1.69 -3.19 -0.78 -0.9507
C 3.57 -1.04 -0.36 -0.7279
C 3.31 -0.55 1.06 -0.7323
P 2.13 0.85 1.05 1.0226
C 3.17 2.30 0.68 -0.9623
C 1.72 1.08 2.80 -0.9572
H 3.32 -2.31 -3.05 0.2425
H 2.91 -0.60 -3.29 0.2452
H 1.70 -1.85 -3.60 0.2572
H 2.58 -3.78 -1.00 0.2379
H 0.85 -3.57 -1.36 0.2545
H 1.44 -3.27 0.27 0.2454
H 4.05 -0.26 -0.95 0.2387
H 4.23 -1.91 -0.38 0.2473
H 4.24 -0.24 1.54 0.2479
H 2.88 -1.34 1.68 0.2390
H 3.99 2.37 1.39 0.2393
H 2.56 3.20 0.73 0.2597
H 3.56 2.22 -0.34 0.2521
H 2.63 1.26 3.37 0.2457
H 1.22 0.19 3.19 0.2482
H 1.04 1.93 2.92 0.2605
C -2.03 -4.02 0.83 -0.4271
C -2.97 -3.45 -0.23 -0.4347
C -2.15 -2.31 -0.84 -0.0702
O -1.13 -1.98 0.12 -0.5780
C -1.34 -2.75 1.31 -0.0667
H -1.30 -4.69 0.38 0.2045
H -2.55 -4.54 1.63 0.2293
H -3.87 -3.06 0.24 0.2125
H -3.27 -4.18 -0.98 0.2294
H -2.75 -1.42 -1.05 0.1900
H -1.65 -2.61 -1.76 0.1746
H -1.99 -2.20 2.01 0.1712
H -0.37 -2.91 1.78 0.1817
```

Results
DFT total energy, hartree: -2225.6507
Kohn-Sham gap (spin up / spin down), Ha: 0.2553 / 0.2572
Energy above the lowest of the compared OMol25 structures with the same formula, charge and spin, kcal per mole: 0.00
Lowest unoccupied orbital energy (spin up / spin down), eV: -2.454 / -3.935
Charge: +1
Spin multiplicity: 3
Highest occupied orbital energy (spin up / spin down), eV: -9.402 / -10.932

The following is a DFT calculation (wB97M-V/def2-TZVPD) of a cluster of 2 separate species, C5H11N5 in total at a distorted geometry.

XYZ file:
```
21
Properties=species:S:1:pos:R:3:nbo_charge:R:1
C -1.48 -0.31 0.15 0.2250
C 0.96 -1.50 -1.24 -0.6211
C 1.15 0.05 1.38 -0.6805
C 1.20 -0.01 -1.08 -0.4179
C 0.52 0.64 0.22 0.3600
N -2.01 -1.27 -0.56 -0.4058
N -2.54 0.38 0.70 -0.4373
N -3.30 -1.14 -0.51 -0.0609
N -3.65 -0.21 0.24 -0.0796
N 0.45 2.00 0.28 -0.8568
H 1.35 -2.07 -0.44 0.1981
H 1.40 -1.89 -2.17 0.2150
H -0.08 -1.56 -1.28 0.2604
H 0.66 0.39 2.33 0.2163
H 1.16 -1.02 1.34 0.2361
H 2.25 0.38 1.43 0.2186
H 0.97 0.40 -2.00 0.2154
H 2.21 0.38 -0.79 0.1919
H -2.35 1.25 1.21 0.4183
H 0.96 2.61 -0.41 0.4116
H 0.19 2.49 1.19 0.3932
```

Results
DFT total energy, hartree: -470.7439
Kohn-Sham gap, Ha: 0.3604
Energy above the lowest of the compared OMol25 structures with the same formula, charge and spin, kcal per mole: 86.20
Lowest unoccupied orbital energy, eV: 0.353
Charge: 0
Highest occupied orbital energy, eV: -9.453

The following is a DFT calculation (wB97M-V/def2-TZVPD) of a cluster of 2 separate species, C4H11N2O3 in total at a distorted geometry.

XYZ file:
```
20
Properties=species:S:1:pos:R:3:nbo_charge:R:1
C 0.06 -1.44 -0.82 -0.2377
C -0.01 -1.32 0.72 -0.4576
C 1.21 -0.59 1.26 -0.0610
O 1.51 0.64 0.63 -0.7850
N 0.34 -0.24 -1.59 -0.7751
C -0.66 0.58 -1.90 0.7413
N -1.82 0.58 -1.06 -0.9184
O -0.73 1.35 -2.88 -0.7647
H 0.92 -2.10 -1.00 0.1703
H -0.77 -1.94 -1.34 0.1715
H -0.96 -0.99 1.14 0.1846
H -0.09 -2.35 1.10 0.1925
H 1.12 -0.38 2.33 0.1643
H 2.11 -1.22 1.23 0.1425
H 1.45 0.50 -0.35 0.5152
H -2.63 1.04 -1.44 0.3770
H -1.94 -0.16 -0.38 0.3604
H 0.44 3.41 1.15 0.4626
H 0.33 1.88 1.41 0.5020
O 0.12 2.75 1.77 -0.9849
```

Results
DFT total energy, hartree: -494.2826
Kohn-Sham gap, Ha: 0.2678
Energy above the lowest of the compared OMol25 structures with the same formula, charge and spin, kcal per mole: 23.21
Lowest unoccupied orbital energy, eV: 3.795
Charge: -1
Highest occupied orbital energy, eV: -3.491